Formula: C4H10N2O
Source: the Open Molecules 2025 dataset
Level of theory: ωB97M-V/def2-TZVPD

Output
relative energy (zero: lowest compared OMol25 entry of this formula, charge and spin) = 237.4 kJ/mol
structure (SMILES) = [H]/N=C(\C)N=C.CO
orbital gap = 10.00 eV
largest force on an atom = 0.021 hartree/bohr
calculated total energy = -9336.5270 eV

```
! RIJCOSX wB97M-V def2-TZVPD def2/J DEFGRID3
* xyz 0 1
H -1.616 -0.310 1.726
N -0.912 -0.029 1.052
C -0.111 -0.953 0.712
C -0.124 -2.382 1.200
N 0.981 -0.685 -0.057
C 1.160 -0.795 -1.286
H 0.796 -2.591 1.764
H -0.168 -3.064 0.346
H -0.980 -2.551 1.848
H 2.142 -0.581 -1.684
H 0.385 -1.070 -2.005
C -0.006 2.724 -0.725
O -1.285 2.161 -0.657
H 0.035 3.317 -1.636
H 0.192 3.380 0.131
H 0.781 1.962 -0.762
H -1.269 1.467 0.033
*
```

These are the Mulliken partial charges, in e, on atoms 1 to 8: 0.153, -0.617, 0.620, -1.042, -0.345, -0.289, 0.303, 0.279